Record 1
Entry from the Open Molecules 2025 dataset: 2 unconnected molecules or ions with the total composition C5H11OS (ωB97M-V/def2-TZVPD).

Calculated values
Relative energy (zero: lowest compared OMol25 entry of this formula, charge and spin) (kJ/mol): 20.9
HOMO energy (eV): -2.9198

Structure (ORCA input):
```
! RIJCOSX wB97M-V def2-TZVPD def2/J DEFGRID3
* xyz -1 1
C -1.2060 -2.7458 -1.6905
C -0.5218 -2.4078 -0.3636
S -1.5444 -1.3421 0.7086
H -1.2296 -1.8618 -2.3299
H -2.2357 -3.0505 -1.5075
H -0.6738 -3.5392 -2.2314
H 0.4258 -1.9055 -0.5755
H -0.3089 -3.3370 0.1701
C 1.8579 2.5150 1.4954
C 0.7049 1.6681 1.0275
C -0.0767 2.0715 0.0297
O -1.1023 1.4280 -0.5443
H 2.8107 1.9837 1.4042
H 1.9351 3.4270 0.8977
H 1.7690 2.8190 2.5446
H 0.5175 0.7279 1.5314
H 0.0942 3.0517 -0.4188
H -1.2159 0.4978 -0.1478
*
```

Record 2
Entry from the Open Molecules 2025 dataset: 10 unconnected molecules or ions with the total composition C56H50F8N2 in a non-equilibrium geometry (ωB97M-V/def2-TZVPD).

Calculated values
SMILES string: c1cc[nH]c1.c1cc[nH]c1.Fc1ccccc1.Fc1ccccc1.Fc1ccccc1.Fc1ccccc1.Fc1ccccc1.Fc1ccccc1.Fc1ccccc1.Fc1ccccc1
Relative energy (zero: lowest compared OMol25 entry of this formula, charge and spin) (kJ/mol): 0.0
HOMO energy (eV): -8.2571

Structure (ORCA input):
```
! RIJCOSX wB97M-V def2-TZVPD def2/J DEFGRID3
* xyz 0 1
C 10.2840 21.3045 17.2367
C 11.5640 21.0478 16.6201
C 12.3573 20.6130 17.6278
N 11.6881 20.6652 18.8078
C 10.4012 21.0739 18.5558
H 9.3331 21.7874 16.8761
H 11.9337 21.3037 15.6291
H 13.4299 20.5198 17.5756
H 12.0194 20.2245 19.6598
H 9.8151 21.1394 19.4039
C 12.3324 17.5551 16.0946
C 13.4404 16.7796 16.6176
C 12.9995 15.5045 16.6607
N 11.7044 15.4117 16.1814
C 11.3114 16.7084 15.8838
H 12.2576 18.6282 15.9118
H 14.4102 17.1072 16.9176
H 13.5404 14.6667 17.0676
H 11.1294 14.6188 16.2997
H 10.3152 16.9459 15.5417
F 10.5137 17.5160 20.3455
C 9.3798 17.1959 19.6442
C 9.1066 17.7924 18.4595
C 7.9628 17.3493 17.7398
C 7.1229 16.3468 18.2354
C 7.4565 15.7775 19.5038
C 8.6026 16.1938 20.2247
H 9.6724 18.7321 18.2050
H 7.9736 17.6877 16.6891
H 6.3813 15.7712 17.6149
H 6.8150 14.9848 19.9290
H 8.9754 15.8018 21.1884
F 13.0233 12.7263 18.7765
C 12.8141 11.5132 18.3505
C 12.4057 10.5833 19.2944
C 12.0955 9.3187 18.9385
C 12.3143 8.8746 17.6441
C 12.7255 9.8240 16.7081
C 13.0441 11.1822 17.0443
H 12.2711 10.9214 20.3403
H 11.7698 8.5709 19.6516
H 12.0947 7.8165 17.4469
H 12.7953 9.6316 15.6620
H 13.3532 11.8492 16.2811
F 20.0246 16.3111 12.1265
C 18.9965 16.8768 12.7879
C 19.3811 17.7113 13.8339
C 18.3572 18.3122 14.6383
C 17.0248 18.0619 14.3935
C 16.7129 17.1970 13.3089
C 17.7061 16.6255 12.4928
H 20.4287 17.9104 14.0781
H 18.5595 18.9275 15.5414
H 16.2021 18.4545 14.9754
H 15.6910 16.9344 13.1135
H 17.3118 15.9843 11.6276
F 18.5434 18.5381 9.4780
C 17.5228 17.6434 9.6255
C 16.2816 18.1400 10.0427
C 15.2523 17.2092 10.1622
C 15.3798 15.8833 9.8063
C 16.6207 15.4493 9.3948
C 17.6729 16.3604 9.2795
H 16.0950 19.1321 10.2360
H 14.2511 17.6026 10.4503
H 14.5000 15.2530 9.8039
H 16.8723 14.4099 9.0947
H 18.6068 15.8582 9.0926
F 8.7847 12.7113 13.8032
C 9.0644 12.6637 15.1239
C 9.4543 11.3892 15.6304
C 9.5464 11.2080 16.9998
C 9.1992 12.2234 17.9164
C 8.9142 13.5066 17.3946
C 8.7411 13.6825 16.0088
H 9.5229 10.5770 14.9215
H 9.7165 10.2069 17.3468
H 9.2285 11.9314 18.9767
H 8.7021 14.2804 18.1196
H 8.2244 14.5449 15.6703
F 13.9806 10.4283 12.0255
C 14.0304 11.6766 12.5275
C 12.8035 12.0829 12.9523
C 12.5503 13.3431 13.4199
C 13.6640 14.1808 13.5171
C 14.9255 13.8044 13.0775
C 15.1019 12.4921 12.5434
H 11.9900 11.3943 12.9772
H 11.5457 13.6576 13.6202
H 13.6223 15.1719 13.9625
H 15.8108 14.5180 13.1850
H 16.0418 12.1507 12.2086
F 17.5961 10.8888 15.7953
C 17.2388 12.1454 16.2044
C 16.3794 12.2579 17.3199
C 16.0195 13.5487 17.6789
C 16.4068 14.6716 16.9792
C 17.2456 14.5398 15.8934
C 17.7836 13.2580 15.5726
H 16.1681 11.4040 17.9097
H 15.3894 13.7039 18.5111
H 16.0543 15.5727 17.3459
H 17.6150 15.3341 15.3525
H 18.4853 13.1598 14.7383
F 14.9197 13.3762 20.8005
C 15.4277 14.6319 20.7736
C 14.6310 15.7314 20.5874
C 15.1989 16.9736 20.6771
C 16.5693 17.1196 20.8412
C 17.4191 15.9587 20.8342
C 16.8295 14.7157 20.9730
H 13.5151 15.5460 20.6276
H 14.4942 17.7908 20.7073
H 17.0269 18.1584 20.8844
H 18.5090 16.0713 20.8465
H 17.3866 13.7732 20.9674
*
```

Record 3
Entry from the Open Molecules 2025 dataset: a molecular structure, C28H46F6N4O15P2RuS2 in a non-equilibrium geometry (ωB97M-V/def2-TZVPD).

Calculated values
HOMO energy (spin up / spin down) (eV): -14.8085 / -14.6879

Structure (ORCA input):
```
! RIJCOSX wB97M-V def2-TZVPD def2/J DEFGRID3
* xyz 2 5
Ru -0.2972 0.2544 1.4379
F -1.8099 2.1068 6.7237
C -0.8618 2.0179 5.8155
F 0.2465 1.5664 6.3649
F -0.6348 3.2253 5.3026
S -1.3726 0.9185 4.3712
O -0.1648 0.9776 3.5305
O -2.5180 1.5223 3.7730
N -1.5805 -0.4929 5.0142
S -1.6171 -1.7182 4.0185
O -1.6887 -1.2615 2.6353
O -2.5007 -2.7567 4.3794
C 0.1411 -2.4074 4.0624
F 0.5089 -2.9974 5.1807
F 0.3179 -3.2562 3.0535
F 0.9612 -1.3648 3.8483
C -2.9777 -2.4948 -1.7396
C -1.8509 -3.4193 -2.1643
C -1.9782 -3.8716 -3.6102
O -0.5604 -2.7400 -2.0619
P 0.0534 -2.0226 -0.8047
O -0.9489 -1.1511 -0.1074
C 1.3444 -0.9859 -1.5938
P 0.4503 0.5818 -1.9287
O 0.0916 1.2805 -0.6573
O -0.8686 0.2258 -2.6933
C -1.0457 0.0175 -4.1223
C -1.1823 1.3559 -4.8254
C 0.0630 -0.8210 -4.7280
O 1.3664 1.4526 -2.8717
C 1.8321 2.7920 -2.5731
C 0.6590 3.7352 -2.3705
C 2.7808 2.7724 -1.3889
O 0.5856 -3.0321 0.2546
C 1.4023 -4.2203 0.1134
C 2.6701 -3.9273 -0.6666
C 0.6151 -5.3636 -0.5019
H -3.9323 -2.9133 -2.0501
H -2.8402 -1.5176 -2.1976
H -2.9690 -2.3831 -0.6584
H -1.8271 -4.2948 -1.5086
H -2.0400 -3.0205 -4.2800
H -2.8785 -4.4665 -3.7204
H -1.1282 -4.4872 -3.8893
H 1.7169 -1.4367 -2.5089
H 2.1709 -0.7898 -0.9127
H -1.9970 -0.5259 -4.1661
H -0.2278 1.8725 -4.8403
H -1.9126 1.9769 -4.3170
H -1.5096 1.1949 -5.8476
H 1.0102 -0.2916 -4.6624
H -0.1538 -1.0049 -5.7768
H 0.1356 -1.7788 -4.2234
H 2.3784 3.0702 -3.4827
H 0.0801 3.4174 -1.5061
H 0.0143 3.7396 -3.2461
H 1.0296 4.7423 -2.2071
H 2.2360 2.5210 -0.4829
H 3.2452 3.7461 -1.2682
H 3.5656 2.0414 -1.5614
H 1.6310 -4.4558 1.1573
H 2.4366 -3.7520 -1.7150
H 3.3345 -4.7840 -0.5985
H 3.1821 -3.0611 -0.2564
H 0.4360 -5.1926 -1.5606
H -0.3336 -5.4866 0.0119
H 1.1854 -6.2817 -0.3939
O 1.6512 1.6090 1.6548
C 2.2122 0.5007 1.6592
O 1.5028 -0.5430 1.4162
C 3.6682 0.3464 1.8556
C 4.4571 1.4814 2.0556
C 5.8229 1.3425 2.2139
C 6.3751 0.0692 2.1624
C 5.6030 -1.0698 1.9737
C 4.2393 -0.9277 1.8174
N 7.8277 -0.0912 2.3120
O 8.2765 -1.1583 1.9845
O 8.4295 0.8607 2.7282
H 3.9906 2.4540 2.0857
H 6.4656 2.1952 2.3751
H 6.0799 -2.0385 1.9545
H 3.6028 -1.7873 1.6744
C -1.3597 3.7962 1.2158
N -2.6104 3.2558 0.7359
C -3.6251 4.1975 0.3037
C -5.0180 3.6223 0.5168
C -5.0796 2.2504 -0.1401
N -4.0216 1.4152 0.3829
C -4.2695 0.0091 0.5822
C -2.8549 1.9353 0.8156
O -2.0018 1.1531 1.3137
H -1.4775 4.2077 2.2226
H -1.0435 4.5979 0.5475
H -0.5906 3.0182 1.2504
H -3.4630 4.4221 -0.7582
H -3.5056 5.1241 0.8695
H -5.7698 4.2836 0.0875
H -5.2110 3.5211 1.5852
H -4.9557 2.3496 -1.2256
H -6.0385 1.7654 0.0515
H -4.9025 -0.1582 1.4576
H -3.3216 -0.5014 0.7630
H -4.7544 -0.4040 -0.3013
*
```

Record 4
Entry from the Open Molecules 2025 dataset: a single C3H3NO molecule (ωB97M-V/def2-TZVPD).

Calculated values
SMILES string: c1cnoc1
Relative energy (zero: lowest compared OMol25 entry of this formula, charge and spin) (kJ/mol): 115.8
HOMO energy (eV): -10.0661

Structure (ORCA input):
```
! RIJCOSX wB97M-V def2-TZVPD def2/J DEFGRID3
* xyz 0 1
C 0.0174 0.7524 0.1837
C -1.0728 -0.1587 0.1820
N -0.6883 -1.3608 -0.1547
O 0.6597 -1.2694 -0.4205
C 1.0512 -0.0056 -0.2388
H 0.1805 1.6957 0.6699
H -2.1314 0.0175 0.3302
H 2.0724 0.2484 -0.4810
*
```

Record 5
Entry from the Open Molecules 2025 dataset: 2 unconnected molecules or ions with the total composition C2H9OS in a non-equilibrium geometry (ωB97M-V/def2-TZVPD).

Calculated values
Relative energy (zero: lowest compared OMol25 entry of this formula, charge and spin) (kJ/mol): 41.7
HOMO energy (eV): -15.4033

Structure (ORCA input):
```
! RIJCOSX wB97M-V def2-TZVPD def2/J DEFGRID3
* xyz 1 1
O 2.2257 -1.6494 -0.5780
H 3.1440 -1.4245 -0.5168
H 2.0595 -2.5578 -0.7744
H -0.0279 0.1776 -1.2964
C 0.4347 0.3247 1.0222
S -0.2519 1.2229 -0.4464
C -2.0836 0.8498 -0.2880
H -0.1409 0.6986 1.8680
H 1.4448 0.7153 1.0624
H 0.2596 -0.7342 0.9069
H -2.1964 -0.2168 -0.4389
H -2.4279 1.2344 0.6605
H -2.4397 1.3594 -1.1812
*
```

Record 6
Entry from the Open Molecules 2025 dataset: 2 unconnected molecules or ions with the total composition C9H14S in a non-equilibrium geometry (ωB97M-V/def2-TZVPD).

Calculated values
SMILES string: Cc1ccccc1.CCS
Relative energy (zero: lowest compared OMol25 entry of this formula, charge and spin) (kJ/mol): 91.4
HOMO energy (eV): -8.9411

Structure (ORCA input):
```
! RIJCOSX wB97M-V def2-TZVPD def2/J DEFGRID3
* xyz 0 1
C -0.3424 0.8560 2.6403
C -1.0521 0.9428 1.3064
C -0.8917 2.0783 0.5259
C -1.6072 2.3707 -0.6271
C -2.5302 1.4175 -1.0392
C -2.7739 0.2955 -0.2703
C -2.1220 0.1035 0.9414
H -0.8243 0.1045 3.2810
H -0.5995 1.8335 3.0607
H 0.7404 0.7577 2.5465
H -0.0650 2.7658 0.7082
H -1.3257 3.3275 -1.0489
H -2.8451 1.5242 -2.0737
H -3.4308 -0.4380 -0.7498
H -2.3157 -0.7080 1.6381
C 2.0999 -2.7662 -1.0556
C 2.6658 -1.3291 -0.7624
S 3.7227 -0.8365 -2.1506
H 2.9246 -3.4621 -0.9668
H 1.5619 -2.8290 -2.0055
H 1.2373 -2.8891 -0.4008
H 1.7778 -0.7448 -0.5245
H 3.2397 -1.5213 0.1480
H 2.7555 -0.8534 -3.1211
*
```